# 1
{"formula": "C34H55BrN5O4PS2", "method": "ωB97M-V with the def2-TZVPD basis set", "species": ["Br", "S", "S", "P", "O", "O", "O", "O", "N", "N", "N", "N", "N", "C", "C", "C", "C", "C", "C", "C", "C", "C", "C", "C", "C", "C", "C", "C", "C", "C", "C", "C", "C", "C", "C", "C", "C", "C", "C", "C", "C", "C", "C", "C", "C", "C", "C", "H", "H", "H", "H", "H", "H", "H", "H", "H", "H", "H", "H", "H", "H", "H", "H", "H", "H", "H", "H", "H", "H", "H", "H", "H", "H", "H", "H", "H", "H", "H", "H", "H", "H", "H", "H", "H", "H", "H", "H", "H", "H", "H", "H", "H", "H", "H", "H", "H", "H", "H", "H", "H", "H", "H"], "positions_angstrom": [[0.9955, 5.8188, -0.8314], [0.7355, -0.1968, -1.1163], [-2.5681, 2.3572, -1.6536], [3.7670, 5.5627, -3.1486], [0.4559, 1.8404, 3.8609], [2.5545, -0.3182, 1.8807], [4.0793, -0.2061, -0.8243], [5.0911, 5.0831, -4.1277], [1.9982, -2.8039, 7.0707], [-6.3350, -0.3199, -4.2834], [2.5903, 6.2801, -4.2895], [3.2175, -0.0003, -3.1290], [-0.1082, 2.7665, -0.1009], [1.5346, 1.4275, -1.5842], [2.0881, -0.8598, -3.5962], [1.1791, -1.8105, 7.7588], [-0.8332, 2.4688, 3.6626], [-3.8839, -0.3772, -4.7894], [-0.2664, -2.7025, -4.5959], [2.9180, 3.9935, -2.5198], [-6.5461, 0.9861, -4.9009], [2.1905, -1.5869, -4.9872], [4.1150, -0.7290, -2.1845], [3.9461, -1.3926, 6.1983], [1.8895, -0.8194, 8.6788], [2.7412, 1.2900, -2.5921], [-8.2228, -1.7154, -5.3023], [3.9032, -0.7946, 1.6595], [1.1387, 1.6482, 2.6013], [-6.8118, 1.0254, -6.4045], [1.0454, 2.8086, -1.0619], [3.4390, 2.6167, -3.0640], [-5.2219, -1.1068, -4.8065], [4.0613, -1.2801, 0.1477], [-0.3876, -2.0182, -3.1854], [2.7827, -3.6933, 7.9223], [0.7877, -1.1078, -2.7515], [-0.6993, 4.0589, 3.3321], [-7.5465, -1.1105, -4.0722], [-1.2228, 2.7218, -0.7778], [1.9607, -4.4339, 8.9712], [-2.3571, -1.4149, -1.4358], [-1.6877, -2.3214, -2.3416], [2.7486, -2.3016, 5.9215], [2.5272, 0.8359, 2.7525], [1.0116, -2.4896, -5.4851], [1.7283, 4.1244, -1.5227], [4.5976, -1.7834, 6.9826], [-2.1684, -3.3604, -2.5051], [-7.2976, -1.9299, -3.3871], [-1.4820, 2.3581, 4.6120], [2.6517, -1.2959, 9.3002], [4.0232, -1.7399, 2.3208], [-5.4171, -1.4577, -5.8283], [2.0632, -1.7835, 5.2416], [-5.6700, 1.6099, -4.6928], [-7.3655, 1.5014, -4.3850], [-8.9499, -2.4690, -4.9838], [3.1491, -1.9393, -0.0980], [-2.1781, -1.5713, -0.3032], [3.1068, -3.1664, 5.3498], [5.2204, -0.6323, -2.5192], [3.5965, -3.1577, 8.4285], [3.2544, -4.4539, 7.2918], [2.6034, -5.1280, 9.5194], [4.7024, -0.0542, 2.0131], [-5.1048, -2.0016, -4.1864], [4.3015, 2.5566, -3.8230], [1.3668, 2.6876, 2.1644], [-3.0375, -0.5469, -1.7320], [2.4604, 5.5646, -5.0423], [1.5213, -3.7535, 9.7042], [2.7430, 0.5440, 3.8476], [-1.3056, 4.6783, 4.0754], [0.4206, -2.3385, 8.3468], [3.3495, 1.5803, 2.4149], [2.3549, -0.0082, 8.1180], [0.4474, 1.0544, 1.8923], [-7.5141, -2.2089, -5.9704], [1.0159, -3.0526, -6.4781], [-3.0923, -1.0512, -5.1283], [-1.1400, -3.3566, -4.9561], [3.0973, -1.4876, -5.6786], [3.8801, -1.8495, -2.1461], [1.1592, -5.0144, 8.5071], [3.6336, -0.3843, 6.4704], [-6.6355, 2.0378, -6.7822], [0.5957, -1.2484, 7.0195], [1.1617, -0.3600, 9.3555], [-1.0375, 4.2532, 2.2435], [4.5496, -1.2995, 5.2893], [-8.7769, -0.9666, -5.8684], [-6.1564, 0.3538, -6.9640], [-1.3525, 1.9700, 2.7538], [4.6732, 4.7739, -4.9768], [0.4007, 4.3889, 3.3904], [1.6577, 6.2922, -3.8225], [-3.6296, -0.0426, -3.7804], [-8.2810, -0.5066, -3.5282], [-3.8789, 0.4876, -5.4569], [-7.8473, 0.7768, -6.6395], [5.0366, -1.8729, 0.0571]], "mulliken_charge": [-0.128, 0.141, -0.165, 0.213, -0.422, -0.178, -0.184, -0.472, 0.127, 0.128, -0.633, 0.193, 0.080, 0.897, -0.054, -0.643, -0.121, -1.015, -0.593, 0.825, -0.615, -0.657, -0.656, -1.033, -0.957, -0.475, -0.967, -0.579, 0.038, -1.011, -0.262, -0.922, -0.385, -0.305, 0.583, -0.303, 0.667, -0.762, -0.690, 0.212, -1.430, -0.629, -0.481, -0.672, -0.229, -0.576, -0.634, 0.348, 0.328, 0.393, 0.326, 0.243, 0.189, 0.186, 0.370, 0.239, 0.418, 0.395, 0.265, 0.248, 0.342, 0.212, 0.257, 0.423, 0.435, 0.400, 0.476, 0.275, 0.066, 0.077, 0.301, 0.299, -0.004, 0.317, 0.369, 0.347, 0.257, 0.018, 0.274, 0.295, 0.305, 0.317, 0.346, 0.500, 0.328, 0.179, 0.383, 0.316, 0.381, 0.146, 0.363, 0.222, 0.244, 0.160, 0.310, 0.210, 0.295, 0.029, 0.355, 0.394, 0.281, 0.287], "smiles": "C=Cc1cccc2c1Sc1c(cc(P(N)O)c(Br)c1N=C=S)N2COCCOCCOCC.CCN(CC)CC.CCN(CC)CC", "total_charge": 0, "multiplicity": 1, "homo_lumo_gap_ev": 6.12}

=====

# 2
{"formula": "C4H15NO3", "method": "ωB97M-V with the def2-TZVPD basis set", "species": ["O", "O", "O", "N", "C", "C", "C", "C", "H", "H", "H", "H", "H", "H", "H", "H", "H", "H", "H", "H", "H", "H", "H"], "positions_angstrom": [[-1.8638, 1.1848, 0.0630], [-2.2430, -0.6863, 3.6728], [1.2224, 0.9263, 2.7496], [2.1899, -0.7262, -0.6258], [1.2218, -1.2556, -1.5706], [0.3697, -0.2110, -2.2770], [-0.7247, 0.4402, -0.2494], [-0.0646, 0.9727, -1.5262], [-2.5256, 1.1035, -0.6398], [1.8376, -1.7327, -2.3519], [1.6759, -0.3172, 0.2280], [0.6909, 1.7080, -1.0670], [-3.1970, -0.7331, 3.6077], [2.5626, 0.0544, -1.1266], [-2.0021, -1.6336, 3.8061], [-0.4802, -0.7765, -2.7616], [0.9389, 0.1048, -3.1901], [1.0108, 1.8275, 3.0277], [-0.9584, -0.6614, -0.3531], [0.7555, -2.1182, -1.0957], [-0.1735, 0.5953, 0.7389], [-0.8070, 1.5450, -2.1526], [0.5638, 0.3893, 3.0936]], "mulliken_charge": [-0.535, -0.619, -0.659, -0.088, -0.563, -0.579, -0.514, -0.348, 0.333, 0.355, 0.266, 0.215, 0.310, 0.375, 0.321, 0.290, 0.363, 0.328, 0.271, 0.459, 0.288, 0.415, 0.318], "s_squared": 0.75, "relative_energy_ev": 2.493, "total_charge": 1, "multiplicity": 2, "homo_lumo_gap_ev": [10.74, 4.72]}

=====

# 3
{"formula": "C5H10N3P3", "method": "ωB97M-V with the def2-TZVPD basis set", "species": ["P", "P", "P", "N", "N", "N", "C", "C", "C", "C", "C", "H", "H", "H", "H", "H", "H", "H", "H", "H", "H"], "positions_angstrom": [[0.6405, 0.9189, 0.3472], [2.5356, -1.7923, -0.7791], [-1.5245, 0.9052, -1.3236], [2.7344, -0.3156, -0.3672], [0.0425, -0.5845, 0.4314], [-0.2760, 1.7440, -0.7782], [-1.2392, -0.6728, -0.2572], [3.4178, 1.9834, 0.0616], [2.3863, 0.8822, 0.0583], [-1.3548, -1.9466, -1.0708], [-2.3409, -0.5369, 0.7789], [4.3235, 1.6629, -0.3795], [0.3702, 1.8157, 1.4471], [-2.3762, -1.4215, 1.3665], [3.7041, 2.2275, 1.1192], [2.8952, 2.6989, -0.5786], [-3.3068, -0.4088, 0.2842], [-2.0673, 0.3444, 1.5397], [-0.6110, -2.6198, -0.5892], [-2.3012, -2.3184, -1.2060], [-0.8296, -1.7304, -2.1250]], "mulliken_charge": [0.369, -0.227, 0.124, -0.026, -0.654, -0.377, 1.087, -1.003, 0.584, -1.498, -1.442, 0.331, 0.005, 0.355, 0.270, 0.319, 0.434, 0.280, 0.354, 0.433, 0.284], "s_squared": 2.03, "relative_energy_ev": 0.000, "total_charge": 0, "multiplicity": 3, "homo_lumo_gap_ev": [5.70, 6.83]}

=====

# 4
{"formula": "C16H30N5O8P", "method": "ωB97M-V with the def2-TZVPD basis set", "species": ["P", "O", "O", "O", "O", "O", "O", "O", "O", "N", "N", "N", "N", "N", "C", "C", "C", "C", "C", "C", "C", "C", "C", "C", "C", "C", "C", "C", "C", "C", "H", "H", "H", "H", "H", "H", "H", "H", "H", "H", "H", "H", "H", "H", "H", "H", "H", "H", "H", "H", "H", "H", "H", "H", "H", "H", "H", "H", "H", "H"], "positions_angstrom": [[2.3608, 0.9133, -0.8735], [-0.1082, 0.9078, -2.8753], [-0.2866, -3.7996, 3.9530], [-5.8487, 1.1426, -0.7406], [-4.4752, -4.5155, 7.5193], [-2.8739, -3.3890, 8.4351], [-5.2712, 1.9054, -2.6779], [-1.5049, -0.1374, -1.4570], [1.5895, -3.1413, 3.1078], [-5.8526, 1.9866, -1.6113], [0.4210, -3.4555, 3.0243], [3.1532, -2.6975, -1.5156], [-3.3592, -4.0340, 7.5271], [6.1162, 0.0608, -0.6743], [-1.2601, 0.7548, -2.1960], [-2.3110, 2.8377, -1.1647], [3.2355, -0.6825, 1.3896], [3.0639, -0.1720, -2.2505], [-2.2996, 1.8713, -2.3743], [-2.5221, -4.2585, 6.3162], [0.6040, -0.3155, -3.0478], [5.4685, 0.1782, -1.5900], [2.0838, -0.0639, -3.4753], [2.4653, 3.6647, -0.8400], [3.3932, 2.4281, -0.5543], [2.0151, -0.0494, 0.6732], [3.1494, -1.6228, -1.8617], [-0.1919, -3.4146, 1.6672], [4.4904, 0.2336, -2.7181], [-6.6359, 3.2243, -1.3458], [2.9669, 4.6157, -0.6334], [-1.2301, -3.7181, 1.7456], [-1.5614, -3.7774, 6.4611], [2.1461, 0.9799, -3.8155], [-2.2132, 2.3664, -3.3497], [1.5482, 3.5102, -0.2536], [-7.6694, 2.9290, -1.1875], [0.6427, -0.9489, -2.1519], [-2.4027, -5.3315, 6.1953], [4.8762, -0.4764, -3.4678], [1.2345, -0.7810, 0.4226], [1.5532, 0.6666, 1.3736], [-3.0863, 3.6038, -1.3175], [3.8606, -1.3105, 0.7470], [-3.2750, 1.3382, -2.3543], [-6.5477, 3.8817, -2.2040], [0.3669, -4.1001, 1.0353], [-6.2203, 3.6894, -0.4559], [2.3373, -0.8040, -4.2453], [3.8123, 2.4706, 0.4629], [2.1616, 3.5645, -1.8936], [-3.0473, -3.8249, 5.4700], [2.8243, -1.3647, 2.1735], [-0.1135, -2.3941, 1.3029], [4.4960, 1.2144, -3.2109], [3.8182, 0.0642, 1.9463], [4.2340, 2.5315, -1.2595], [-2.5899, 2.2887, -0.2540], [-1.3216, 3.3055, -1.0618], [0.1070, -0.8626, -3.8652]], "mulliken_charge": [0.508, -0.221, -0.533, -0.510, -0.525, -0.514, -0.536, -0.570, -0.541, 0.901, 0.871, -0.560, 0.864, -0.464, 0.519, -1.021, -0.976, 0.906, -0.171, -0.708, -0.723, 0.110, -0.990, -1.159, -0.695, -0.119, -0.336, -0.606, -0.932, -0.760, 0.412, 0.327, 0.329, 0.450, 0.327, 0.281, 0.296, 0.251, 0.282, 0.539, -0.220, 0.525, 0.299, 0.245, 0.138, 0.313, 0.291, 0.294, 0.420, 0.456, 0.289, 0.275, 0.252, 0.154, 0.495, 0.320, 0.368, 0.300, 0.268, 0.515], "smiles": "CCC(=O)OCC[C@@](C#N)(CC#N)P(CC)CC.C[N+](=O)[O-].C[N+](=O)[O-].C[N+](=O)[O-]", "total_charge": 0, "multiplicity": 1, "homo_lumo_gap_ev": 8.08}

=====

# 5
{"formula": "C3H6P4", "method": "ωB97M-V with the def2-TZVPD basis set", "species": ["P", "P", "P", "P", "C", "C", "C", "H", "H", "H", "H", "H", "H"], "positions_angstrom": [[-0.0167, -2.8278, -1.0385], [0.2449, 3.1691, 0.1994], [-0.2522, 1.1954, -0.2112], [-1.0574, 0.1670, 1.5742], [0.3186, -1.9693, 0.2239], [0.0824, 0.3083, -1.6006], [0.2641, -1.1017, 1.4080], [-0.3864, -0.5559, -1.8694], [-2.1023, -0.5480, 0.8966], [0.6058, 0.8843, -2.3345], [0.7670, 3.4602, -1.0715], [0.2619, -1.7757, 2.3878], [1.2703, -0.4059, 1.4359]], "mulliken_charge": [-0.263, -0.139, 0.248, -0.058, 0.114, -0.752, -0.455, 0.320, 0.092, 0.231, -0.021, 0.366, 0.318], "relative_energy_ev": 1.770, "total_charge": 0, "multiplicity": 1, "homo_lumo_gap_ev": [7.12, 7.12]}

=====

# 6
{"formula": "C15H31NO5V", "method": "ωB97M-V with the def2-TZVPD basis set", "species": ["V", "O", "O", "O", "O", "O", "N", "C", "C", "C", "C", "C", "C", "C", "C", "C", "C", "C", "C", "C", "C", "C", "H", "H", "H", "H", "H", "H", "H", "H", "H", "H", "H", "H", "H", "H", "H", "H", "H", "H", "H", "H", "H", "H", "H", "H", "H", "H", "H", "H", "H", "H", "H"], "positions_angstrom": [[0.2769, -0.3740, 0.0447], [-0.5853, -1.5708, -0.9060], [-0.2595, 1.8099, 1.3744], [-1.5498, -0.8444, 1.6987], [1.0844, -0.3748, 2.1158], [-2.0644, 0.7674, -0.3811], [1.4984, 0.1720, -0.8434], [-3.1508, 0.0965, 0.2286], [3.5994, 1.3866, -0.8578], [2.6008, 0.5543, -1.6739], [-0.6569, -1.7526, -3.2804], [0.2422, 1.8575, 2.6913], [-1.6795, -3.5217, -1.7167], [-2.8673, -0.3353, 1.6641], [1.3916, 0.8610, 2.7594], [-1.4221, 2.5791, 1.1520], [-0.9604, -2.2251, -1.8981], [-1.0736, -1.1567, 2.9935], [0.4245, -1.3845, 2.8769], [-1.9667, 2.1718, -0.2067], [3.3055, -0.7181, -2.1816], [2.0882, 1.3734, -2.8669], [0.8678, -1.4690, 3.8711], [-4.0598, 0.7050, 0.2058], [3.1259, 2.2962, -0.4848], [0.2436, -2.2534, -3.6483], [1.5336, 2.2447, -2.5158], [-1.7791, -3.7670, -0.6613], [2.6560, -1.2592, -2.8718], [-0.5506, 1.6168, 3.4094], [-3.3148, -0.7940, -0.3792], [-1.2617, 2.4925, -0.9735], [-1.1198, -4.3136, -2.2201], [-0.4793, -0.6781, -3.2714], [-3.5868, -1.1053, 1.9614], [3.5374, -1.3672, -1.3372], [-2.1516, 2.4028, 1.9510], [-1.4748, -1.9966, -3.9565], [0.6203, 2.8567, 2.9320], [-2.9620, 0.5030, 2.3625], [1.6845, 0.6871, 3.7966], [-2.9330, 2.6580, -0.3708], [3.9562, 0.7971, -0.0113], [2.2389, 1.2628, 2.2053], [-2.6687, -3.4851, -2.1771], [2.9203, 1.7100, -3.4864], [-1.3005, -0.3448, 3.6921], [0.6020, -2.3115, 2.3285], [4.4531, 1.6598, -1.4782], [4.2319, -0.4585, -2.6960], [-1.1863, 3.6485, 1.1371], [1.4247, 0.7594, -3.4770], [-1.5433, -2.0687, 3.3771]], "mulliken_charge": [1.188, -0.444, 0.045, -0.007, -0.083, -0.051, -0.628, -0.677, -1.641, 1.382, -1.050, -0.563, -1.396, -0.637, -0.644, -0.611, 0.834, -0.634, -0.784, -0.804, -1.467, -1.463, 0.405, 0.475, 0.345, 0.284, 0.332, 0.289, 0.224, 0.251, 0.239, 0.305, 0.414, 0.132, 0.482, 0.358, 0.343, 0.435, 0.511, 0.269, 0.420, 0.418, 0.331, 0.263, 0.373, 0.438, 0.383, 0.299, 0.467, 0.441, 0.474, 0.257, 0.478], "s_squared": 2.06, "total_charge": 1, "multiplicity": 3, "homo_lumo_gap_ev": [7.42, 9.18]}

=====

Values of max |F|, in order: 5.549; 4.880; 5.342; 3.754; 3.688; 3.977, all in eV/A.
Values of energy, in order: -152776.1367; -12013.3412; -37679.4426; -50187.8301; -40358.4894; -53465.8183, all in eV.